(1)
Density functional theory data (ωB97M-V/def2-TZVPD) for C9H30B2F3N2O6SV as an isolated structure at a distorted geometry.

```
54
Properties=species:S:1:pos:R:3:forces:R:3
O -0.47866 -3.00275 -0.09453 1.18 0.14 2.01
H -5.75204 -2.39795 -2.90218 -0.02 0.07 0.78
H -1.23900 -1.51525 -2.08215 0.69 -0.21 -0.21
N -1.44818 -0.69012 -2.62575 -0.14 0.02 0.27
O 0.65495 1.24649 1.94098 -2.13 -0.64 1.21
C -5.63729 -1.53510 -3.55824 -0.10 -0.94 0.60
H -6.43826 -0.82876 -3.34002 0.25 0.55 0.45
H 2.74878 2.47656 -0.63302 3.96 -1.84 -0.73
C 0.20770 -2.78470 2.47091 -0.38 -1.36 -0.62
F -0.70107 -1.82570 2.71128 0.33 -0.95 0.25
H 2.86100 -0.11502 -1.15077 2.94 -0.47 3.56
C -2.55327 -0.03891 -1.94864 -0.68 -0.65 -2.78
N 3.28548 0.61722 1.21700 0.88 -0.28 0.50
H 4.68235 1.04343 3.65742 -0.32 0.36 -0.36
H 1.17106 2.81094 -1.26357 -2.42 -0.52 -2.84
H -2.23423 -0.01771 -0.90659 -0.40 0.40 0.08
O 1.21516 -1.30211 0.45273 -0.69 -3.76 2.38
H 4.64499 -0.64102 3.14816 0.05 -0.06 0.05
H 2.31917 -0.69456 2.47915 0.25 -0.04 -0.11
H 3.79140 1.48462 1.32552 -0.05 0.59 -0.37
H 2.91346 -0.34732 -2.90259 2.65 -1.01 -3.16
V 1.54517 0.87814 -0.12101 -1.68 -0.69 -2.42
C -3.89377 -0.93330 -2.14522 1.45 1.38 1.66
H -1.64018 -0.91946 -3.59045 -0.21 -0.13 -0.02
O 0.00493 0.81327 -0.64338 -1.28 0.12 1.16
H -0.80596 2.28446 3.13535 0.47 0.72 -0.36
C 1.65843 1.24472 2.90064 1.36 0.28 0.59
C -2.79139 1.35590 -2.61216 -0.71 -0.48 0.91
H 4.02104 -0.06299 1.08908 0.04 -0.33 -1.07
O 1.80117 -3.73100 0.46926 -1.19 1.04 1.51
H -3.62357 1.82896 -2.09082 -0.03 0.38 0.40
H -1.93122 2.02536 -2.60559 0.12 -0.39 0.18
H -3.69615 -1.93209 -1.75604 0.01 -0.13 0.28
B 2.28373 -0.09937 -2.06222 -0.11 -0.39 -0.92
B 1.85254 3.05276 -0.46273 0.16 1.33 -0.31
F 1.22976 -2.62120 3.34152 -0.72 -0.33 -0.21
C -0.66753 1.39164 2.52558 0.54 -0.57 0.38
H 1.43149 -0.74870 -1.93449 -2.82 -2.49 0.04
H -1.48193 1.33332 1.80347 0.68 -0.10 -0.42
H 2.04462 4.11453 -0.46038 0.96 4.08 0.29
F -0.36532 -4.07414 2.68153 0.83 2.42 0.29
H 1.95144 0.92257 -2.15937 -1.29 3.70 -0.99
C 2.79488 0.28520 2.52224 0.43 0.43 1.17
H 1.98153 2.28518 2.93487 0.59 0.24 0.48
H 1.44036 2.71919 0.47700 -1.61 -0.48 3.71
S 0.74983 -2.71795 0.68837 0.64 1.79 -4.79
H -3.20752 1.26759 -3.61573 0.42 -0.37 -0.29
H 3.63796 -0.10298 4.49085 0.19 -0.11 0.26
O -4.30978 -1.04429 -3.47346 -1.17 -0.01 -1.68
H -0.78506 0.61375 3.28002 -0.13 -0.50 -0.19
C 4.03069 0.18142 3.51465 -1.66 -0.41 0.04
H 1.38618 0.89918 3.89792 -0.75 0.20 0.20
H -6.00285 -2.02278 -4.46192 1.12 0.50 -1.03
H -4.65701 -0.42915 -1.55243 -0.51 -0.10 0.20
```
Positions in Å, forces in eV/Å.

## Properties
* charge: -2
* E: -2613.113869 Ha
* largest force on an atom: 5.153 eV/A
* frontier orbital gap (alpha / beta): 3.3 / 5.8 eV
* spin multiplicity: 3

=====

(2)
Density functional theory data (ωB97M-V/def2-TZVPD) for C9H30O6 as an isolated structure at a distorted geometry.

```
45
Properties=species:S:1:pos:R:3:forces:R:3
H 2.51680 1.26148 -0.64346 0.35 -0.22 -0.25
H -0.74985 2.43247 0.80907 0.82 1.06 -0.85
H 1.13308 -1.42855 0.01828 0.83 1.87 1.51
H 0.47067 -1.12431 -1.30224 -2.64 -0.72 -1.03
H 3.03848 0.55600 1.78846 0.11 -0.10 -0.12
C 1.90925 -0.78545 -0.39656 2.53 7.85 2.04
O -0.73157 0.64085 0.83927 -11.57 -6.18 9.85
H 2.10254 2.05419 1.76405 0.38 0.12 -0.94
H 1.50417 -2.96342 -1.58344 0.12 -0.52 -0.23
C -0.75513 -2.49181 -3.33178 -1.48 1.34 0.49
C -1.16497 0.90500 2.14263 1.16 -0.43 2.80
H 0.01955 -2.53554 -0.32124 -0.23 -0.56 -0.72
C -1.46915 -2.17507 -1.96614 2.28 -0.30 0.90
O -0.03853 2.96544 0.45382 -0.65 4.31 1.96
H -0.38573 1.67846 4.02356 -0.54 -0.03 -0.02
O 0.53792 1.08324 -0.40310 18.31 0.49 -1.06
H 2.04548 -1.98118 -0.56655 1.12 -4.19 -0.69
H -0.12214 -1.63142 -3.54893 0.08 0.07 -0.09
H -1.57400 -2.44124 -4.04941 0.25 -0.41 -0.40
C -2.26726 1.88040 1.94975 -1.27 0.08 1.22
H -1.97402 2.61873 1.20344 -1.27 0.02 0.27
C 0.00836 1.36321 3.05743 -0.79 1.10 1.22
H -1.85107 -3.06996 -1.47482 -0.56 -0.27 -0.53
H 2.93295 -1.05710 -0.13896 0.25 0.06 0.26
H 0.03265 1.02823 0.41132 3.59 2.24 -0.70
H 0.33459 2.43115 -0.24729 0.09 0.54 -0.53
H 0.55790 2.22321 2.67465 -0.74 0.11 0.01
H -0.15338 -3.39330 -3.44716 -0.36 -0.17 0.45
O -2.51007 -1.21870 -2.11929 -0.03 -0.84 -0.58
O -0.71544 1.16251 -1.73510 -8.45 1.32 -8.54
C 1.83346 0.68460 -0.02026 0.76 0.56 -0.34
H -0.24075 0.69349 -1.04885 -0.76 -1.91 -2.20
C 2.12080 1.01843 1.42497 -0.09 -1.07 0.37
H -1.39432 0.08027 0.42925 0.10 0.17 -0.61
H -0.06905 1.76280 -2.10668 -0.41 -0.14 -0.12
H -1.46736 -0.06702 2.53230 -0.52 0.15 0.34
O 2.02264 -2.91392 -0.78034 1.01 -4.98 -1.26
H 1.82978 -0.76290 -1.48343 0.61 0.14 0.11
H -2.48081 -0.49266 -1.49190 0.55 0.09 -0.28
C -0.36279 -1.73377 -0.95296 -3.18 -0.15 -0.35
H -0.89186 -1.18854 -0.17135 -0.02 -0.05 -0.30
H -3.10886 1.24951 1.66376 -0.36 0.57 -0.51
H 1.28265 0.60689 1.98732 1.58 -0.60 -1.07
H 0.81246 0.66916 3.30200 -1.10 -0.39 0.49
H -2.56812 2.40599 2.85603 0.12 -0.03 0.04
```
Positions in Å, forces in eV/Å.

## Properties
* charge: 0
* E: -811.718099 Ha
* largest force on an atom: 18.351 eV/A
* frontier orbital gap: 9.0 eV
* relative energy (zero: lowest compared OMol25 entry of this formula, charge and spin): 391.3 kcal/mol

=====

(3)
Density functional theory data (ωB97M-V/def2-TZVPD) for C9H31BBaN3O21P3 as an isolated structure at a distorted geometry.

```
69
Properties=species:S:1:pos:R:3:forces:R:3
O 1.53995 -2.48067 2.75801 -0.52 -0.56 -1.31
O 1.26121 2.14231 2.11015 -0.01 0.01 0.66
O 1.16333 -1.54586 -4.46012 1.06 0.40 0.15
O 3.19177 -0.20743 -4.05176 -0.17 -0.84 0.23
O -0.10588 -3.56561 1.14720 0.49 0.58 0.58
O -2.60330 -0.97612 3.93739 0.28 0.80 -0.19
O 1.12398 1.00817 -4.43502 -0.19 -0.29 0.85
C 1.23885 1.10678 -5.83973 -0.44 -1.34 -0.58
H 2.20483 4.02703 -2.02199 0.76 1.13 -0.59
H -1.15088 -4.70692 -0.16458 -0.10 0.11 0.03
H 1.87142 2.20804 -1.98285 0.33 -2.03 -1.15
N -2.58568 0.44487 -2.53919 1.27 -1.05 1.61
C -0.12609 -2.10316 -4.30489 -0.62 -0.51 -0.27
H 3.90323 -4.28884 1.12688 -0.16 0.28 0.60
H -3.85441 0.67047 0.86928 0.01 0.11 0.05
H -0.50198 2.84881 4.79995 0.12 -0.36 -0.18
C 1.25552 -1.36851 3.61035 0.09 0.91 0.84
H -5.23263 1.41239 1.72271 -0.27 -0.40 -0.28
H 1.21637 -0.41080 3.08441 -0.19 -0.17 -0.19
O 2.29559 -3.13729 0.50112 0.18 0.18 -0.39
O -1.75975 1.37014 -2.61083 -0.30 0.37 -1.15
H -2.10382 3.41914 4.48990 -0.50 -0.50 -0.18
O -2.67264 -0.10109 -1.38470 -0.53 -0.24 -0.42
H -3.35184 -2.75141 3.49872 0.25 -0.41 -0.15
B 1.64380 3.18519 -1.44612 0.76 0.78 -0.49
C -1.38796 2.64957 4.19502 0.84 1.18 0.10
H 4.36048 1.44968 -3.54586 0.06 -0.18 -0.36
O -3.69187 1.10439 2.91247 0.68 -0.73 0.24
H 2.86391 -5.03085 -0.01309 -0.27 0.05 -0.04
N 1.70372 3.03845 2.89230 0.61 0.69 -0.39
C 4.13790 0.44333 -3.18866 -0.02 0.31 0.28
H -0.43442 -2.08790 -3.25912 -0.23 0.21 -0.13
H 0.53084 3.40375 -1.42296 -2.12 0.42 -0.28
O -1.82708 1.31063 4.47286 -0.26 -0.67 -0.09
O -1.07104 5.15995 0.64611 -0.54 -0.59 0.20
H -0.84192 -1.63028 -4.98191 -0.05 0.44 0.48
Ba -0.03757 1.14085 -0.36803 -0.53 1.48 0.64
C -4.45621 0.65291 1.78151 0.54 0.55 -0.11
P 1.66321 -0.27044 -3.63084 0.11 1.59 -1.77
H -1.59276 -2.96416 -0.24610 0.05 0.05 0.37
O 1.37272 -0.23879 -2.20527 -0.25 -0.80 -0.03
P 1.06705 -2.46093 1.22783 0.03 0.33 1.07
H 3.73763 0.61722 -2.18839 -0.03 -0.38 0.01
H -0.10225 -3.14031 -4.65504 0.38 0.02 0.24
O 1.76476 4.22358 2.51304 -0.24 -1.05 0.43
H 2.07415 -1.28511 4.32832 -0.01 -0.22 -0.12
O -3.18678 -0.03087 -3.50616 -0.14 0.48 -0.07
H -1.54637 -2.68472 3.43733 0.03 -0.13 0.08
H 2.22390 -4.87557 1.62120 0.35 -0.04 0.31
C -2.47542 -2.18224 3.18444 -0.50 0.02 0.25
P -2.27376 0.44167 3.24115 -0.77 0.50 0.16
C -0.78296 -3.68260 -0.10489 0.27 -0.15 -0.73
H -4.81981 -0.36573 1.93674 -0.26 0.12 0.15
H 0.33442 -1.53840 4.17199 -0.02 0.00 -0.20
H -1.12391 2.78765 3.14582 -0.05 -0.09 0.02
H -2.50830 -2.04931 2.10410 0.04 0.31 0.00
H 1.97516 3.08922 -0.36134 0.79 -0.14 1.97
O 0.71135 -1.14523 0.69340 0.38 -1.15 0.01
O -1.68623 3.10946 0.27169 -0.24 0.17 0.52
H -0.07004 -3.52355 -0.92220 -0.11 -0.07 0.00
O -1.35896 0.30616 2.10750 -0.04 -0.25 -0.20
H 1.89379 0.32890 -6.24756 0.19 0.12 0.12
H 5.00984 -0.20724 -3.19324 0.12 0.23 0.19
N -1.88804 4.24506 0.81273 0.10 0.56 -0.48
C 2.85014 -4.39234 0.87532 -0.25 -0.36 -0.79
O 2.12569 2.71959 4.04198 -0.44 -0.19 -0.53
H 0.24976 0.87356 -6.24364 0.00 0.40 -0.18
O -2.94375 4.42774 1.46464 0.32 -0.25 -0.04
H 1.59604 2.06365 -6.20947 -0.09 0.26 0.57
```
Positions in Å, forces in eV/Å.

## Properties
* charge: -2
* E: -3180.321416 Ha
* largest force on an atom: 2.378 eV/A
* frontier orbital gap: 6.0 eV
* relative energy (zero: lowest compared OMol25 entry of this formula, charge and spin): 0.0 kcal/mol